Entry 1:
Below is the ion C4H7N2 with charge +1 at a distorted geometry, with properties calculated with ωB97M-V with the def2-TZVPD basis set.

Values from the calculation:
LUMO (spin up / spin down) in eV: -4.366 / -8.040
E_HOMO (spin up / spin down) in eV: -10.5 / -16.6

```
! RIJCOSX wB97M-V def2-TZVPD def2/J DEFGRID3
* xyz 1 3
C 0.5537 1.1712 -0.0584
C 2.5831 -0.2839 -0.1187
C -1.9666 0.4199 0.0713
C -1.0729 -0.7699 -0.0361
N -0.5896 0.5887 -0.2143
N 1.6195 0.4350 0.1754
H 0.7983 2.2661 -0.0741
H 3.0001 -0.7716 0.7866
H 2.6466 -0.4983 -1.2282
H -2.5007 0.5981 -0.8555
H -2.4427 0.6597 0.9373
H -0.5891 -1.2287 0.8132
H -1.4415 -1.3800 -0.8387
*
```

Entry 2:
Below is the ion C4H7N2O with charge -1 at a distorted geometry, with properties calculated with ωB97M-V with the def2-TZVPD basis set.

Values from the calculation:
LUMO (spin up / spin down) in eV: 4.214 / 4.214
SMILES: [H]/N=C/C1(N[O-])CC1
E_HOMO (spin up / spin down) in eV: -1.0 / -1.0

```
! RIJCOSX wB97M-V def2-TZVPD def2/J DEFGRID3
* xyz -1 1
H -1.9334 -2.5217 -0.0529
N -1.6855 -1.5626 -0.2783
C -0.7020 -1.1241 0.4616
C 0.2129 0.1064 -0.0808
N 1.3695 -0.4549 -0.6562
O 2.3700 -0.8166 0.1333
C -0.4165 1.3856 -0.6337
C 0.2963 1.3679 0.7219
H -0.2328 -1.5880 1.2627
H 1.1453 -1.2331 -1.2005
H -1.5148 1.3893 -0.8918
H 0.2507 1.8764 -1.3385
H 1.3254 1.8293 1.0654
H -0.4852 1.3459 1.4879
*
```

Entry 3:
Below is the ion C4H7N2O with charge +1 at a distorted geometry, with properties calculated with ωB97M-V with the def2-TZVPD basis set.

Values from the calculation:
LUMO in eV: -5.884
SMILES: OC[N+]1=NC=CC1
E_HOMO in eV: -15.3

```
! RIJCOSX wB97M-V def2-TZVPD def2/J DEFGRID3
* xyz 1 1
O 2.1302 0.5797 0.0684
C 1.5383 -0.7045 0.1867
N 0.1889 -0.3801 0.1866
N -0.7341 -1.2166 0.3452
C -1.9943 -0.6842 0.0881
C -1.8064 0.6125 -0.3246
C -0.3855 0.9447 -0.1824
H 3.0890 0.5550 -0.1309
H 1.7250 -1.4769 -0.6709
H 1.7008 -1.2183 1.1724
H -2.8149 -1.3351 0.3592
H -2.5684 1.2610 -0.4881
H 0.0679 1.2492 -1.0165
H -0.1365 1.8136 0.4066
*
```

Entry 4:
Below is the ion C4H7N2O with charge +1 at a distorted geometry, with properties calculated with ωB97M-V with the def2-TZVPD basis set.

Values from the calculation:
LUMO in eV: -4.810
SMILES: C[C@@H]1C(=[NH2+])N1C=O
E_HOMO in eV: -15.2

```
! RIJCOSX wB97M-V def2-TZVPD def2/J DEFGRID3
* xyz 1 1
C 1.6801 0.4953 -0.4571
C 0.2026 0.9774 -0.2824
C -0.3951 0.1688 0.8146
N -0.6426 -0.2417 2.0098
N -0.7482 -0.1126 -0.4375
C -1.5014 -0.9459 -1.2750
O -1.2975 -0.9794 -2.4513
H 2.0822 -0.4141 0.2101
H 2.2779 1.4117 -0.3048
H 1.7556 0.1229 -1.4621
H -0.0696 2.0063 -0.5836
H -0.3150 0.3358 2.7186
H -0.8645 -1.2310 2.1535
H -2.1647 -1.5935 -0.6529
*
```

Entry 5:
Below is the ion C4H7N2O with charge +1 at a distorted geometry, with properties calculated with ωB97M-V with the def2-TZVPD basis set.

Values from the calculation:
LUMO in eV: -4.388
SMILES: C#[N+]N(C)CC=O
E_HOMO in eV: -14.3

```
! RIJCOSX wB97M-V def2-TZVPD def2/J DEFGRID3
* xyz 1 1
C 0.6442 -2.2781 0.3096
N 0.2627 -1.1987 0.1119
N -0.4460 -0.1498 0.0411
C -1.9417 0.0255 -0.0182
C 0.4296 1.0332 -0.2879
C 1.8471 0.7517 -0.2933
O 2.3021 -0.1185 0.3572
H 1.0325 -3.2443 0.4557
H -2.4041 -0.9435 0.1344
H -2.1870 0.3673 -1.0416
H -2.2420 0.8336 0.6862
H 0.5176 1.6964 0.7297
H -0.1361 1.5089 -0.9986
H 2.3210 1.7164 -0.1861
*
```

Entry 6:
Below is the ion C4H7N2O2 with charge +1 at a distorted geometry, with properties calculated with ωB97M-V with the def2-TZVPD basis set.

Values from the calculation:
LUMO in eV: -4.773
SMILES: [NH2+]=C/C=C\N=C(O)O
E_HOMO in eV: -13.5

```
! RIJCOSX wB97M-V def2-TZVPD def2/J DEFGRID3
* xyz 1 1
N 0.2260 -1.7040 -1.1795
C 0.2155 -0.6882 -1.9854
C 0.0868 0.6624 -1.6727
C 0.1097 1.3176 -0.4281
N 0.2943 0.7303 0.6697
C 0.1620 0.3467 1.8487
O -1.3788 0.1922 2.3105
O 1.0679 -0.1473 2.6512
H 0.0588 -1.5090 -0.1525
H -0.0097 -2.6939 -1.5668
H 0.1318 -0.7955 -3.0589
H 0.0947 1.3291 -2.4228
H -0.1188 2.3604 -0.3759
H -1.6727 0.9140 1.8563
H 0.7325 -0.3148 3.5063
*
```

Entry 7:
Below is a cluster of 2 separate species, C4H7N2O2 in total at a distorted geometry, with properties calculated with ωB97M-V with the def2-TZVPD basis set.

Values from the calculation:
LUMO in eV: -4.330
E_HOMO in eV: -14.6

```
! RIJCOSX wB97M-V def2-TZVPD def2/J DEFGRID3
* xyz 1 1
C 0.6958 -1.1374 -0.5737
C -1.8500 0.4944 -0.2700
C -2.7358 -0.2060 0.3657
C 0.2336 -0.0487 -0.0285
N -4.1711 0.2224 0.3579
N 0.9523 0.9374 0.7611
O -4.4157 1.2915 -0.1207
O -4.9232 -0.5511 0.8725
H 1.7342 -1.4371 -0.4829
H 0.0691 -1.7970 -1.1485
H -1.9001 1.3865 -0.8627
H -2.5856 -1.1142 0.9310
H 0.8137 1.8830 0.3729
H 1.9635 0.7203 0.7574
H 0.6114 0.9400 1.7341
*
```

Entry 8:
Below is a structure of composition C4H7N2O5P at a distorted geometry, with properties calculated with ωB97M-V with the def2-TZVPD basis set.

Values from the calculation:
LUMO (spin up / spin down) in eV: -2.354 / -2.479
E_HOMO (spin up / spin down) in eV: -9.5 / -8.6

```
! RIJCOSX wB97M-V def2-TZVPD def2/J DEFGRID3
* xyz 0 1
C 1.5679 1.3640 -0.4615
C 1.5903 1.0488 -1.8821
C -2.2894 -3.0909 0.8579
C 0.5503 2.3646 0.0381
N 1.9390 2.6621 0.1273
N -0.3890 -1.1581 1.2718
O 2.7721 3.1011 0.9730
O 0.5931 -0.4267 1.4966
O -1.1592 0.0235 -0.9349
O 1.9432 -0.0261 -2.3230
O -2.5428 -1.9524 -0.0207
P -1.0898 -1.2883 -0.2633
H 1.8815 0.4923 0.0883
H 1.2965 1.9123 -2.4439
H -1.3933 -3.5412 0.5563
H -3.0504 -3.7433 0.6642
H -2.4256 -2.8116 1.8664
H 0.1113 2.9098 -0.7001
H 0.0942 2.1602 1.0895
*
```

Entry 9:
Below is the ion C4H7N2S with charge +1 at a distorted geometry, with properties calculated with ωB97M-V with the def2-TZVPD basis set.

Values from the calculation:
LUMO in eV: -4.417
E_HOMO in eV: -12.6

```
! RIJCOSX wB97M-V def2-TZVPD def2/J DEFGRID3
* xyz 1 1
C -0.7822 0.3921 -1.1955
C 0.2118 -0.1779 -1.5957
C -1.7114 0.9039 -0.2428
C 0.2480 -0.0295 1.5553
N 1.0561 -0.1347 2.5374
N 1.0833 -0.8016 -2.4531
S -1.1292 0.9057 1.5751
H -1.9097 1.9142 -0.4937
H -2.6821 0.3164 -0.2335
H 0.7726 -0.3542 0.6334
H 1.7959 -0.8114 2.3383
H 0.7185 0.0398 3.4566
H 1.1221 -1.8403 -2.4948
H 1.2063 -0.3226 -3.3873
*
```

Entry 10:
Below is a cluster of 2 separate species, C4H7N2S in total at a distorted geometry, with properties calculated with ωB97M-V with the def2-TZVPD basis set.

Values from the calculation:
LUMO (spin up / spin down) in eV: -6.800 / -6.826
E_HOMO (spin up / spin down) in eV: -14.1 / -14.1

```
! RIJCOSX wB97M-V def2-TZVPD def2/J DEFGRID3
* xyz 1 1
C 0.7202 1.4838 -0.2456
C 0.2970 -0.3818 1.1540
C -0.2135 -0.6635 -0.2002
C -1.6555 -1.0326 0.1899
N -0.1274 0.6953 -0.9207
N 0.7836 0.8995 1.0193
S 3.4855 -0.0665 -0.4855
H 1.1596 2.3806 -0.6501
H 0.2361 -1.5046 -0.8302
H -1.8246 -2.0183 -0.1732
H -2.5240 -0.3730 0.0379
H -1.6526 -1.3035 1.2461
H -0.0589 0.5694 -1.9232
H 1.3746 1.3153 1.7817
*
```

Entry 11:
Below is the ion C4H7N2S with charge +1 at a distorted geometry, with properties calculated with ωB97M-V with the def2-TZVPD basis set.

Values from the calculation:
LUMO (spin up / spin down) in eV: -7.481 / -7.480
E_HOMO (spin up / spin down) in eV: -13.1 / -13.1

```
! RIJCOSX wB97M-V def2-TZVPD def2/J DEFGRID3
* xyz 1 1
C 0.0917 -0.2453 -0.1985
C -1.3784 -0.4684 -0.4109
C 1.8846 0.6118 0.8881
C 1.0229 -0.7375 -1.0767
N 0.5616 0.4263 0.8793
N -2.3260 0.3391 0.3809
S 2.8168 -0.1195 -0.6110
H -1.7214 -0.4426 -1.4724
H -1.5904 -1.5593 -0.2410
H 2.2731 1.6395 1.2960
H 2.2760 -0.0353 1.6081
H 0.9428 -1.3084 -2.0323
H -1.8002 0.8862 1.0663
H -3.0532 1.0134 -0.0759
*
```

Entry 12:
Below is the ion C4H7N2S with charge +1 at a distorted geometry, with properties calculated with ωB97M-V with the def2-TZVPD basis set.

Values from the calculation:
LUMO in eV: -3.987
E_HOMO in eV: -13.3

```
! RIJCOSX wB97M-V def2-TZVPD def2/J DEFGRID3
* xyz 1 1
C 1.3369 -0.5253 0.2021
C -0.6974 1.1083 -0.5117
C 2.5003 -1.1017 0.4528
C -0.3840 -1.1540 0.3585
N -1.1879 -0.1228 -0.1425
N -1.5911 2.0975 -0.7189
S 1.0665 1.0916 -0.4352
H 3.3928 -0.4347 0.3444
H 2.5329 -2.0375 0.8107
H -0.4089 -2.1680 -0.1841
H -0.4239 -1.6017 1.3825
H -2.1923 -0.1546 -0.2013
H -2.5758 1.9428 -0.4383
H -1.3682 3.0600 -0.9191
*
```

Entry 13:
Below is a cluster of 2 separate species, C4H7N2S in total at a distorted geometry, with properties calculated with ωB97M-V with the def2-TZVPD basis set.

Values from the calculation:
LUMO (spin up / spin down) in eV: -4.745 / -6.460
E_HOMO (spin up / spin down) in eV: -13.7 / -14.8

```
! RIJCOSX wB97M-V def2-TZVPD def2/J DEFGRID3
* xyz 1 3
C -0.1250 -0.3564 1.8606
C 1.1078 -0.9857 1.9463
C -0.2208 -0.0209 0.4879
C 0.8645 0.1037 -1.7150
N 0.6777 -0.4077 -0.3745
N -1.9776 1.4310 -0.6144
S 1.9098 -1.2669 0.4096
H -0.9710 -0.2569 2.5193
H 1.3778 -1.6298 2.8647
H 0.6779 1.2739 -1.7253
H 1.8239 -0.1767 -2.2555
H -0.0208 -0.3173 -2.3917
H -2.4752 0.6783 -1.1039
H -2.6490 1.9314 0.0920
*
```

Entry 14:
Below is an isolated molecule of C4H7N3 at a distorted geometry, with properties calculated with ωB97M-V with the def2-TZVPD basis set.

Values from the calculation:
LUMO in eV: 1.078
SMILES: Nc1c[nH]c(N)c1
E_HOMO in eV: -7.2

```
! RIJCOSX wB97M-V def2-TZVPD def2/J DEFGRID3
* xyz 0 1
N -1.9791 1.1169 -1.0769
C -0.8020 0.3920 -0.7929
C 0.5683 0.1601 -1.3627
N 1.2718 -0.6506 -0.4758
C 0.6457 -0.5639 0.7135
N 1.1393 -1.2173 1.8371
C -0.4672 0.2139 0.5467
H -2.2216 1.3348 -2.0239
H -2.1753 1.9228 -0.4886
H 0.7490 0.0172 -2.4059
H 2.0101 -1.3146 -0.6879
H 1.7987 -0.6990 2.3948
H 0.3995 -1.4496 2.4768
H -0.9425 0.7365 1.3429
*
```

Entry 15:
Below is a structure of composition C4H7N3, with properties calculated with ωB97M-V with the def2-TZVPD basis set.

Values from the calculation:
LUMO in eV: 0.462
E_HOMO in eV: -8.1

```
! RIJCOSX wB97M-V def2-TZVPD def2/J DEFGRID3
* xyz 0 1
C 2.3380 -0.1945 -0.0147
N 0.9092 0.0395 0.1539
C 0.1986 1.1233 -0.1959
C -1.0873 0.9857 0.3725
C -2.3603 -0.4027 -0.1676
N -1.0056 -0.2709 0.9730
N 0.1934 -0.8510 0.8108
H 2.5231 -1.2645 0.0752
H 2.8991 0.3365 0.7577
H 2.6535 0.1588 -0.9984
H 0.6511 1.9239 -0.7659
H -2.2530 -1.4839 -0.2816
H -3.2269 -0.1548 0.4377
H -2.4328 0.0546 -1.1569
*
```

Entry 16:
Below is a cluster of 3 separate species, C4H7N3 in total at a distorted geometry, with properties calculated with ωB97M-V with the def2-TZVPD basis set.

Values from the calculation:
LUMO in eV: 0.247
SMILES: C=C=C=C.N#N.N
E_HOMO in eV: -9.3

```
! RIJCOSX wB97M-V def2-TZVPD def2/J DEFGRID3
* xyz 0 1
C 0.5637 -1.9529 -0.0528
C 1.2244 -0.8272 -0.1273
C 1.8251 0.2776 -0.1940
C 2.4634 1.4171 -0.2627
H 1.0638 -2.9062 -0.1259
H -0.5080 -1.9622 0.0814
H 1.9484 2.3628 -0.1920
H 3.5329 1.4574 -0.3958
N -2.7252 -1.1080 -0.1210
N -3.4032 -0.9484 -0.9779
N -1.6426 0.8456 0.5155
H -1.7338 0.9836 1.5136
H -0.6670 0.6736 0.2995
H -1.9419 1.6872 0.0394
*
```

Entry 17:
Below is a structure of composition C4H7N3 at a distorted geometry, with properties calculated with ωB97M-V with the def2-TZVPD basis set.

Values from the calculation:
LUMO in eV: 0.804
E_HOMO in eV: -7.5

```
! RIJCOSX wB97M-V def2-TZVPD def2/J DEFGRID3
* xyz 0 1
C 1.3445 -0.0744 -1.7863
C 0.3782 0.6653 -0.8598
C -0.4076 -0.0752 0.1205
C -1.1889 0.4986 1.1354
N -1.3129 -0.5266 2.0178
N -0.6836 -1.6146 1.6237
N -0.1064 -1.3605 0.4811
H 2.1323 0.5981 -2.1440
H 1.8145 -0.9014 -1.2489
H 0.8865 -0.5230 -2.6910
H 0.4972 0.8419 0.5260
H -0.0200 1.6137 -1.2232
H -1.6934 1.4529 1.2034
H -1.8150 -0.5484 2.8894
*
```

Energy above the lowest of the compared OMol25 structures with the same formula, charge and spin for every record listed, in sequence, given in kcal per mole: 76.82; 58.57; 74.51; 69.74; 136.69; 48.00; 165.31; 8.00; 64.52; 150.37; 91.56; 43.98; 72.73; 32.95; 125.05; 52.99; 97.20.